[1]
An isolated molecule of C5H7NO in a non-equilibrium geometry, computed with wB97M-V/def2-TZVPD.

Positions of all 14 atoms, in Å:
C -1.86 0.18 0.60
N -0.57 -0.12 -0.26
C -0.04 -1.39 -0.25
C 1.31 -1.26 -0.17
C 1.62 0.15 -0.22
C 0.43 0.79 -0.33
O 0.06 2.10 -0.45
H -1.70 1.11 1.16
H -1.94 -0.62 1.36
H -2.10 0.15 -0.48
H -0.69 -2.26 -0.30
H 2.02 -2.07 -0.08
H 2.59 0.61 -0.16
H 0.86 2.64 -0.43

Summary:
Energy above the lowest of the compared OMol25 structures with the same formula, charge and spin, eV: 2.939
LUMO, Eh: 0.0286
Orbital gap, eV: 8.60
Highest occupied orbital energy, eV: -7.824
Spin multiplicity: 1
SMILES string: Cn1cccc1O
Net charge: 0
Energy, eV: -8833.2641

These are the natural (NBO) partial charges, in e, on atoms 1 to 6: -0.497 -0.403 -0.094 -0.266 -0.405 0.451

[2]
A cluster of 2 separate species, C5H7NO in total in a non-equilibrium geometry, computed with wB97M-V/def2-TZVPD.

Positions of all 14 atoms, in Å:
C 0.17 1.76 0.49
C -0.47 0.60 -0.22
N -0.63 0.66 -1.49
C -0.83 -0.57 0.63
C -0.75 -1.83 0.21
C 2.20 -0.89 -1.06
O 2.74 -0.24 -0.29
H 1.05 1.43 1.05
H -0.53 2.21 1.20
H 0.47 2.52 -0.24
H -1.10 -0.19 -1.82
H -1.12 -0.35 1.66
H -0.41 -2.08 -0.79
H -1.01 -2.67 0.86

Summary:
Energy above the lowest of the compared OMol25 structures with the same formula, charge and spin, eV: 1.407
LUMO, Eh: 0.0282
Orbital gap, eV: 10.72
Highest occupied orbital energy, eV: -9.949
Spin multiplicity: 1
Net charge: 0
Energy, eV: -8834.7962

These are the natural (NBO) partial charges, in e, on atoms 1 to 6: -0.670 0.261 -0.608 -0.271 -0.351 0.515

[3]
A cluster of 2 separate species, C5H7NO in total, computed with wB97M-V/def2-TZVPD.

Positions of all 14 atoms, in Å:
C 1.74 -1.21 -1.25
C 1.17 -0.08 -0.96
C 0.58 1.05 -0.64
C -0.90 1.14 -0.53
O -1.66 0.26 -0.84
H 2.03 -1.91 -0.46
H 1.94 -1.50 -2.28
H 1.17 1.94 -0.43
H -1.27 2.12 -0.16
C -1.19 -0.69 2.06
N -0.75 0.50 2.16
H -1.58 -1.02 1.09
H -1.20 -1.41 2.88
H -0.40 0.69 3.10

Summary:
Energy above the lowest of the compared OMol25 structures with the same formula, charge and spin, eV: 3.123
LUMO, Eh: 0.0253
Orbital gap, eV: 10.29
Highest occupied orbital energy, eV: -9.604
Spin multiplicity: 1
SMILES string: C=C=CC=O.C=N
Net charge: 0
Energy, eV: -8833.0802

These are the natural (NBO) partial charges, in e, on atoms 1 to 6: -0.493 0.194 -0.423 0.432 -0.555 0.231

[4]
An isolated molecule of C5H7NO, computed with wB97M-V/def2-TZVPD.

Positions of all 14 atoms, in Å:
O 1.36 -0.15 -1.17
C 1.80 -0.07 0.05
C -0.30 -0.20 -1.49
N -0.92 -0.06 -0.27
C -0.33 -0.97 0.76
C 0.65 0.17 1.08
C -0.34 1.13 0.42
H -0.48 -1.18 -1.96
H -0.54 0.63 -2.16
H 0.15 -1.88 0.37
H -1.09 -1.25 1.50
H 1.01 0.34 2.10
H -1.10 1.63 1.03
H 0.13 1.85 -0.26

Summary:
Energy above the lowest of the compared OMol25 structures with the same formula, charge and spin, eV: 4.554
LUMO, Eh: 0.0327
Orbital gap, eV: 8.42
Highest occupied orbital energy, eV: -7.528
Spin multiplicity: 1
Net charge: 0
Energy, eV: -8831.6493

These are the natural (NBO) partial charges, in e, on atoms 1 to 6: -0.539 0.317 0.056 -0.419 -0.224 -0.387

[5]
An isolated molecule of C5H7NO, computed with wB97M-V/def2-TZVPD.

Positions of all 14 atoms, in Å:
C -1.12 -1.59 0.69
C -0.37 -0.63 -0.13
C 0.65 -0.36 -0.89
N 2.04 -0.67 -0.84
O 2.25 -1.24 0.21
C -0.33 0.75 -0.74
C 0.08 1.97 0.06
H -0.47 -2.28 1.23
H -1.74 -2.18 -0.01
H -1.78 -1.07 1.38
H -1.08 0.95 -1.50
H 0.83 1.73 0.82
H 0.52 2.71 -0.62
H -0.78 2.44 0.56

Summary:
Energy above the lowest of the compared OMol25 structures with the same formula, charge and spin, eV: 5.465
LUMO (spin up / spin down), Eh: -0.0192 / -0.0192
Orbital gap (spin up / spin down), eV: 8.66 / 8.65
Highest occupied orbital energy (spin up / spin down), eV: -9.180 / -9.177
Spin multiplicity: 1
SMILES string: CC1=C(N=O)[C@@H]1C
Net charge: 0
Energy, eV: -8830.7383

These are the natural (NBO) partial charges, in e, on atoms 1 to 6: -0.673 0.135 -0.010 0.125 -0.284 -0.210

[6]
A structure of composition C5H7NO in a non-equilibrium geometry, computed with wB97M-V/def2-TZVPD.

Positions of all 14 atoms, in Å:
C -1.84 -0.78 0.33
C -0.89 0.00 -0.53
C -0.54 1.32 -0.25
N 0.22 2.13 0.17
C 0.72 0.29 0.55
O 0.55 -0.03 1.67
C 1.92 0.13 -0.36
H -1.57 -0.70 1.40
H -2.84 -0.40 0.17
H -1.79 -1.83 0.06
H -0.61 -0.35 -1.52
H 2.17 -0.94 -0.43
H 2.74 0.66 0.11
H 1.75 0.49 -1.37

Summary:
Energy above the lowest of the compared OMol25 structures with the same formula, charge and spin, eV: 3.317
LUMO, Eh: 0.0247
Orbital gap, eV: 9.46
Highest occupied orbital energy, eV: -8.791
Spin multiplicity: 1
Net charge: 0
Energy, eV: -8832.8857

These are the natural (NBO) partial charges, in e, on atoms 1 to 6: -0.632 -0.381 0.294 -0.349 0.675 -0.571

[7]
A structure of composition C5H7NO, computed with wB97M-V/def2-TZVPD.

Positions of all 14 atoms, in Å:
C -1.51 -0.29 0.26
C -0.55 0.38 -0.67
C 0.65 1.14 -0.12
O 1.82 0.83 -0.62
C 1.42 -0.46 0.69
N 0.75 -1.44 0.34
C -0.43 -1.09 -0.42
H -1.40 -0.11 1.33
H -2.54 -0.43 -0.06
H -0.89 0.74 -1.64
H 0.68 0.63 1.10
H 0.46 2.20 0.15
H 2.32 -0.28 1.26
H -0.71 -1.82 -1.18

Summary:
Energy above the lowest of the compared OMol25 structures with the same formula, charge and spin, eV: 5.385
LUMO, Eh: 0.0294
Orbital gap, eV: 9.37
Highest occupied orbital energy, eV: -8.571
Spin multiplicity: 1
Net charge: 0
Energy, eV: -8830.8177

These are the natural (NBO) partial charges, in e, on atoms 1 to 6: -0.430 -0.307 0.168 -0.668 0.279 -0.467

[8]
A structure of composition C5H7NO in a non-equilibrium geometry, computed with wB97M-V/def2-TZVPD.

Positions of all 14 atoms, in Å:
O -0.58 -0.34 2.32
C -0.34 -0.70 0.98
C 1.01 -0.59 0.36
C 0.86 -0.15 -1.06
C -0.54 0.34 -1.40
C -0.54 0.69 0.07
N 0.98 0.84 0.05
H -0.66 -1.77 0.96
H 1.93 -1.11 0.63
H 1.68 -0.30 -1.75
H -1.36 -0.28 -1.79
H -0.43 1.23 -2.04
H -0.93 0.56 2.26
H -1.08 1.59 0.43

Summary:
Energy above the lowest of the compared OMol25 structures with the same formula, charge and spin, eV: 3.981
LUMO, Eh: 0.0386
Orbital gap, eV: 10.74
Highest occupied orbital energy, eV: -9.690
Spin multiplicity: 1
Net charge: 0
Energy, eV: -8832.2217

These are the natural (NBO) partial charges, in e, on atoms 1 to 6: -0.703 0.090 -0.131 -0.092 -0.424 -0.086

[9]
A structure of composition C5H7NO, computed with wB97M-V/def2-TZVPD.

Positions of all 14 atoms, in Å:
C 2.48 0.01 0.67
N 1.28 0.80 0.51
C 0.28 0.30 -0.05
O 0.04 -0.99 -0.54
C -1.28 -0.58 -0.97
C -2.09 -0.12 0.18
C -1.07 0.82 -0.44
H 3.29 0.55 0.17
H 2.75 -0.05 1.73
H 2.42 -1.01 0.27
H -1.76 -1.09 -1.78
H -1.94 -0.59 1.14
H -3.11 0.13 -0.09
H -1.28 1.82 -0.80

Summary:
Energy above the lowest of the compared OMol25 structures with the same formula, charge and spin, eV: 2.660
LUMO, Eh: 0.0393
Orbital gap, eV: 10.57
Highest occupied orbital energy, eV: -9.505
Spin multiplicity: 1
Net charge: 0
Energy, eV: -8833.5427

These are the natural (NBO) partial charges, in e, on atoms 1 to 6: -0.440 -0.461 0.556 -0.507 0.078 -0.420

[10]
A cluster of 2 separate species, C5H7NO in total, computed with wB97M-V/def2-TZVPD.

Positions of all 14 atoms, in Å:
C -2.04 0.27 0.21
C -0.81 -0.72 0.20
C 0.14 0.36 0.01
C 2.61 -0.16 0.52
O 2.39 -1.29 0.17
C 0.35 0.77 -1.32
N 0.63 1.24 -2.36
H -2.04 0.90 1.10
H -2.91 -0.37 0.21
H -2.10 0.91 -0.68
H -0.76 -1.20 1.18
H -0.91 -1.48 -0.59
H 2.91 0.63 -0.20
H 2.55 0.16 1.58

Summary:
Energy above the lowest of the compared OMol25 structures with the same formula, charge and spin, eV: 4.982
LUMO, Eh: -0.0525
Orbital gap, eV: 7.99
Highest occupied orbital energy, eV: -9.417
Spin multiplicity: 1
Net charge: 0
Energy, eV: -8831.2207

These are the natural (NBO) partial charges, in e, on atoms 1 to 6: -0.595 -0.507 0.090 0.274 -0.522 0.090

[11]
An isolated molecule of C5H7NO2 in a non-equilibrium geometry, computed with wB97M-V/def2-TZVPD.

Positions of all 15 atoms, in Å:
C 1.94 -0.64 -1.24
O 0.67 -0.14 -1.53
C -0.10 0.12 -0.45
N -0.99 1.14 -0.63
C -1.82 1.23 0.46
C -1.44 0.24 1.33
C -0.35 -0.46 0.76
O 0.32 -1.50 1.34
H 2.70 -0.03 -1.78
H 2.10 -1.69 -1.72
H 2.18 -0.44 -0.10
H -0.69 1.72 -1.48
H -2.51 2.09 0.65
H -2.10 0.07 2.16
H 0.09 -1.73 2.24

Summary:
Energy above the lowest of the compared OMol25 structures with the same formula, charge and spin, eV: 2.123
LUMO, Eh: 0.0330
Orbital gap, eV: 8.33
Highest occupied orbital energy, eV: -7.430
Spin multiplicity: 1
SMILES string: COc1[nH]ccc1O
Net charge: 0
Energy, eV: -10881.4948

These are the natural (NBO) partial charges, in e, on atoms 1 to 6: -0.264 -0.506 0.344 -0.533 -0.072 -0.364

[12]
An isolated molecule of C5H7NO2 in a non-equilibrium geometry, computed with wB97M-V/def2-TZVPD.

Positions of all 15 atoms, in Å:
O 2.86 -0.51 0.09
C 1.65 -0.01 -0.11
O 1.34 1.27 -0.25
C 0.03 1.53 -0.05
C -1.01 0.41 0.26
C -0.84 -0.90 -0.83
C 0.59 -1.06 -0.05
N -0.20 -0.41 1.06
H 0.42 2.05 0.98
H -0.43 2.16 -0.93
H -1.98 0.92 0.59
H -1.17 -0.80 -1.95
H -1.60 -1.62 -0.42
H 1.02 -1.94 -0.04
H -0.67 -1.10 1.67

Summary:
Energy above the lowest of the compared OMol25 structures with the same formula, charge and spin, eV: 4.966
LUMO, Eh: 0.0244
Orbital gap, eV: 9.70
Highest occupied orbital energy, eV: -9.037
Spin multiplicity: 1
SMILES string: O=C1OC[C@H]2C[C@@H]1N2
Net charge: 0
Energy, eV: -10878.6509

These are the natural (NBO) partial charges, in e, on atoms 1 to 6: -0.603 0.767 -0.465 -0.104 -0.087 -0.416

[13]
An isolated molecule of C5H7NO2 in a non-equilibrium geometry, computed with wB97M-V/def2-TZVPD.

Positions of all 15 atoms, in Å:
O 2.06 -1.26 0.03
C 1.81 0.23 0.04
C 0.34 0.38 -0.16
C -0.37 1.50 -0.06
C -1.76 1.08 -0.02
C -1.72 -0.35 -0.19
O -2.69 -1.30 0.11
N -0.45 -0.76 -0.29
H 3.02 -1.14 0.10
H 2.32 0.66 -0.91
H 2.26 0.67 0.92
H 0.09 2.57 0.24
H -2.63 1.61 0.22
H -2.28 -2.16 0.26
H 0.01 -1.74 -0.29

Summary:
Energy above the lowest of the compared OMol25 structures with the same formula, charge and spin, eV: 2.021
LUMO, Eh: 0.0214
Orbital gap, eV: 8.01
Highest occupied orbital energy, eV: -7.430
Spin multiplicity: 1
SMILES string: OCc1ccc(O)[nH]1
Net charge: 0
Energy, eV: -10881.5965

These are the natural (NBO) partial charges, in e, on atoms 1 to 6: -0.742 -0.088 0.051 -0.269 -0.378 0.445

[14]
A structure of composition C5H7NO2 in a non-equilibrium geometry, computed with wB97M-V/def2-TZVPD.

Positions of all 15 atoms, in Å:
C -0.41 0.30 0.01
C 0.70 0.06 1.04
C 1.16 -0.91 0.04
C 0.79 0.22 -0.93
C -1.04 -1.06 -0.08
H -1.13 2.08 -0.53
H -2.29 1.03 0.01
H 0.44 -0.36 2.02
H 1.31 0.98 1.06
H 2.09 -1.45 0.14
H 1.44 1.11 -0.99
H 0.46 -0.14 -1.91
N -1.36 1.40 0.16
O 0.01 -1.88 -0.04
O -2.18 -1.37 0.02

Summary:
Energy above the lowest of the compared OMol25 structures with the same formula, charge and spin, eV: 1.467
LUMO, Eh: 0.0286
Orbital gap, eV: 10.50
Highest occupied orbital energy, eV: -9.726
Spin multiplicity: 1
Net charge: 0
Energy, eV: -10882.1505

These are the natural (NBO) partial charges, in e, on atoms 1 to 6: -0.011 -0.401 0.068 -0.415 0.771 0.362

[15]
An isolated molecule of C5H7NO2 in a non-equilibrium geometry, computed with wB97M-V/def2-TZVPD.

Positions of all 15 atoms, in Å:
N -2.07 -0.22 0.02
C -0.79 -0.18 -0.59
C 0.23 -1.24 -0.08
O 1.44 -1.31 -0.88
C 1.48 -0.64 0.47
C 1.24 0.89 0.47
O 1.17 1.34 -0.83
C -0.03 1.10 -0.23
H -2.55 0.58 -0.26
H -2.06 -0.30 0.99
H -0.96 -0.30 -1.72
H -0.20 -2.18 0.29
H 1.93 -1.26 1.24
H 1.60 1.59 1.18
H -0.42 2.15 -0.04

Summary:
Energy above the lowest of the compared OMol25 structures with the same formula, charge and spin, eV: 3.561
LUMO, Eh: 0.0346
Orbital gap, eV: 10.41
Highest occupied orbital energy, eV: -9.465
Spin multiplicity: 1
SMILES string: N[C@@H]1[C@H]2O[C@H]2[C@H]2O[C@@H]12
Net charge: 0
Energy, eV: -10880.0567

These are the natural (NBO) partial charges, in e, on atoms 1 to 6: -0.816 -0.107 0.057 -0.465 0.006 0.014

[16]
An isolated molecule of C5H7NO2 in a non-equilibrium geometry, computed with wB97M-V/def2-TZVPD.

Positions of all 15 atoms, in Å:
C -0.48 0.44 2.63
O -0.76 -0.22 1.39
C -0.03 0.29 0.39
C -0.20 -0.23 -0.84
C -1.17 -1.27 -1.09
N -1.90 -2.16 -1.27
C 0.58 0.33 -2.01
O 1.41 -0.62 -2.60
H -0.91 -0.15 3.45
H 0.63 0.48 2.85
H -0.86 1.45 2.72
H 0.73 1.01 0.65
H 1.18 1.15 -1.54
H -0.08 0.64 -2.82
H 1.86 -1.15 -1.92

Summary:
Energy above the lowest of the compared OMol25 structures with the same formula, charge and spin, eV: 1.896
LUMO, Eh: 0.0203
Orbital gap, eV: 9.99
Highest occupied orbital energy, eV: -9.439
Spin multiplicity: 1
SMILES string: CO/C=C(\C#N)CO
Net charge: 0
Energy, eV: -10881.7215

These are the natural (NBO) partial charges, in e, on atoms 1 to 6: -0.268 -0.474 0.216 -0.262 0.268 -0.307